Molecular formula: C2H39O18
Method: DFT, ωB97M-V/def2-TZVPD

XYZ file:
```
59
Properties=species:S:1:pos:R:3:mulliken_charge:R:1
H 2.176 -1.953 0.517 0.38
H 0.079 3.679 -0.865 0.26
H -0.698 2.854 2.728 0.30
H 0.087 -1.254 1.546 0.54
H 1.307 0.423 0.128 -0.58
H 1.133 -0.691 -2.337 0.20
H 0.447 2.469 0.109 0.32
H -3.034 1.668 3.330 0.33
C 0.456 -0.195 -0.244 3.66
O 2.447 -2.358 1.297 -0.75
O 1.797 2.002 -3.074 -0.68
O 0.769 2.964 -0.660 -0.60
H -2.768 0.594 -0.269 0.35
O -3.153 1.331 2.446 -0.67
O 3.769 -0.436 -0.785 -0.72
H -0.461 0.429 1.397 -0.30
O -0.542 -0.468 4.176 -0.51
H 1.027 1.980 -2.475 0.38
H 0.125 3.775 1.831 0.30
C -0.426 -0.533 0.903 -0.98
O -0.638 -3.165 -0.215 -0.87
H -0.341 0.339 -3.584 0.34
H 2.418 -3.420 -2.701 0.31
H 1.839 -1.850 1.883 0.41
H -3.253 -1.637 -0.803 0.40
O 1.164 -1.242 -0.749 -1.22
H 2.778 1.998 -0.249 0.27
H -0.136 0.333 -1.041 -0.81
H -0.912 -0.872 4.958 0.23
O 3.551 2.414 0.087 -0.59
O -2.889 -1.986 -1.626 -0.69
O -2.333 1.338 -0.712 -0.76
H -4.689 -0.912 0.541 0.27
H 0.014 -2.453 -0.173 0.24
O -0.648 3.162 1.796 -0.68
H 0.298 -0.993 4.185 0.29
H -2.889 -2.742 1.931 0.30
H 3.414 2.404 1.009 0.31
H -1.360 -2.826 -0.799 0.41
H 1.750 0.308 -3.348 0.47
H 1.150 0.813 2.710 0.35
O -3.810 -0.572 0.496 -0.57
O 1.411 -0.565 -3.283 -1.02
H -1.409 1.115 -0.922 -0.12
O -2.295 -3.490 2.079 -0.67
H 2.483 -1.932 -3.119 0.37
O 2.981 -2.773 -3.154 -0.70
O 1.522 1.403 3.384 -0.64
H 2.811 -0.592 -0.761 0.38
H -2.380 1.764 2.026 0.24
H -1.416 -0.730 0.629 0.13
H 2.349 1.792 3.101 0.27
H -2.950 -1.304 -2.286 0.31
H 3.954 -0.538 -1.674 0.27
H -3.903 -0.092 1.296 0.19
H -0.770 1.516 -4.370 0.24
H 1.318 2.161 -3.933 0.32
H -1.784 -3.532 1.267 0.41
O -0.934 1.078 -3.571 -0.61
```

Output
Spin multiplicity: 1
E, Ha: -1453.91329
Net charge: -1
Energy above the lowest of the compared OMol25 structures with the same formula, charge and spin, kcal/mol: 61.73
HOMO energy, eV: -5.5